The following is a DFT calculation (the ωB97M-V functional and the def2-TZVPD basis) of a molecular structure, C42H41NO2P2S2W.

Summary:
LUMO energy (alpha / beta)	-6.758 / -8.192	eV
Kohn-Sham gap (alpha / beta)	6.501 / 5.125	eV
ΔE to the lowest compared entry with this formula, charge and spin	0.0	kcal/mol
⟨S²⟩	2.034
HOMO energy (alpha / beta)	-13.26 / -13.32	eV
charge	+2
2S+1	3

```
91
Properties=species:S:1:pos:R:3:mulliken_spin:R:1
W 0.15 0.10 3.22 0.333
C -1.78 -0.27 4.18 0.026
C -1.93 -0.33 2.75 0.093
C -2.63 0.82 2.01 -0.005
C -1.66 1.92 1.54 0.008
C -0.34 1.94 2.28 0.126
C -0.35 2.15 3.72 0.096
C -1.66 2.27 4.48 0.006
C -2.30 0.92 4.92 0.003
C 1.40 -0.91 1.95 -0.006
H -1.87 -1.24 4.67 -0.005
H -2.16 -1.33 2.38 -0.006
H -3.44 1.24 2.62 0.001
H -3.15 0.41 1.13 0.002
H -1.47 1.81 0.45 0.004
H -2.15 2.89 1.62 0.007
H 0.50 2.32 1.71 -0.001
H 0.49 2.75 4.10 -0.003
H -2.39 2.84 3.89 0.006
H -1.47 2.83 5.41 0.002
H -2.11 0.78 5.98 0.003
H -3.40 1.01 4.88 0.006
H 1.83 -1.76 2.51 0.002
H 2.22 -0.23 1.67 0.021
H 0.89 -1.28 1.05 -0.002
P -0.09 -1.85 -3.87 0.228
P 1.74 0.64 -4.27 0.311
C -0.82 -0.30 -4.45 0.014
C 0.00 0.75 -4.74 0.013
C -0.68 -3.02 -5.18 0.035
C -1.74 -2.74 -6.06 0.015
C -2.10 -3.66 -7.05 0.000
C -1.38 -4.86 -7.20 0.011
C -0.27 -5.11 -6.37 -0.002
C 0.08 -4.20 -5.38 0.026
C -1.16 -2.12 -2.41 0.040
C -0.91 -1.26 -1.34 0.016
C -1.62 -1.42 -0.16 -0.032
C -2.62 -2.39 -0.03 0.033
C -2.90 -3.22 -1.12 -0.008
C -2.17 -3.09 -2.31 0.029
C 2.45 1.15 -5.93 0.065
C 2.29 0.28 -7.03 0.032
C 2.81 0.62 -8.28 -0.020
C 3.50 1.83 -8.45 0.047
C 3.63 2.70 -7.37 -0.014
C 3.12 2.36 -6.12 0.026
C 1.98 2.15 -3.26 0.034
C 3.20 2.29 -2.56 0.029
C 3.44 3.43 -1.79 -0.005
C 2.48 4.44 -1.72 0.016
C 1.29 4.33 -2.44 -0.002
C 1.03 3.18 -3.19 0.019
H -1.92 -0.23 -4.51 0.006
H -0.32 1.63 -5.31 0.006
H -2.30 -1.80 -6.00 0.001
H -2.94 -3.45 -7.71 0.000
H -1.68 -5.59 -7.96 0.000
H 0.31 -6.02 -6.51 0.000
H 0.94 -4.40 -4.74 0.001
H -0.18 -0.45 -1.40 0.009
H -1.37 -0.75 0.65 0.004
H -3.18 -2.48 0.90 0.001
H -3.70 -3.96 -1.05 0.001
H -2.40 -3.70 -3.17 0.003
H 1.75 -0.67 -6.91 0.007
H 2.71 -0.07 -9.13 0.000
H 3.94 2.08 -9.42 0.001
H 4.15 3.65 -7.51 0.001
H 3.25 3.06 -5.29 0.004
H 3.95 1.50 -2.62 0.000
H 4.38 3.53 -1.25 0.000
H 2.66 5.32 -1.10 0.001
H 0.55 5.13 -2.41 0.000
H 0.10 3.08 -3.74 0.001
O -2.39 0.99 8.29 0.005
S -1.01 1.35 8.50 -0.003
O -0.69 2.53 9.26 0.002
N -0.20 1.34 7.01 0.049
C 0.61 0.32 6.89 -0.004
S 1.19 -0.18 5.20 0.247
C 0.86 -0.43 8.13 -0.007
C 1.77 -1.44 8.48 -0.007
C 1.56 -2.16 9.67 0.003
C 0.45 -1.87 10.49 -0.004
C -0.37 -0.77 10.22 0.003
C -0.10 -0.04 9.07 -0.008
H 2.62 -1.64 7.83 0.003
H 2.24 -2.96 9.96 0.000
H 0.23 -2.51 11.35 0.000
H -1.20 -0.47 10.85 0.000
```

The following is a DFT calculation (the ωB97M-V functional and the def2-TZVPD basis) of a molecular structure, C42H41NO3P2PbS.

Summary:
LUMO energy	-0.776	eV
Kohn-Sham gap	6.485	eV
ΔE to the lowest compared entry with this formula, charge and spin	29.7	kcal/mol
HOMO energy	-7.26	eV
2S+1	1

```
91
Properties=species:S:1:pos:R:3:mulliken_charge:R:1
Pb 0.24 6.51 -0.37 0.642
C -0.17 -1.51 -1.85 -0.441
C 0.07 -0.53 -2.73 0.200
C -0.69 -0.24 -3.98 -1.455
C -1.87 0.75 -3.81 0.209
C -2.80 0.42 -2.69 -0.413
C -3.14 -0.80 -2.28 -0.197
C -2.55 -2.12 -2.68 -0.840
C -1.25 -2.54 -1.96 -0.898
C -0.89 4.89 0.72 -0.222
H 0.52 -1.62 -1.00 0.442
H 0.89 0.15 -2.51 0.237
H -1.07 -1.14 -4.46 0.652
H 0.01 0.20 -4.71 0.591
H -1.48 1.76 -3.61 -0.317
H -2.39 0.79 -4.79 0.389
H -3.26 1.29 -2.20 0.339
H -3.93 -0.90 -1.54 0.218
H -2.38 -2.18 -3.76 0.319
H -3.30 -2.89 -2.43 0.379
H -1.50 -2.88 -0.94 0.322
H -0.83 -3.42 -2.48 0.385
H -0.55 4.81 1.77 0.415
H -0.69 3.91 0.24 -0.280
H -1.98 5.07 0.67 0.007
P 1.17 6.60 -2.91 0.488
P -1.86 7.52 -1.49 0.692
C -0.41 6.68 -3.77 -0.738
C -1.54 7.20 -3.23 -1.004
C 2.14 7.92 -3.76 0.319
C 2.00 8.19 -5.13 -0.073
C 2.69 9.26 -5.71 -0.673
C 3.52 10.07 -4.93 -0.416
C 3.68 9.79 -3.57 -0.626
C 2.99 8.72 -2.98 -0.394
C 1.88 5.02 -3.48 0.248
C 1.08 3.86 -3.34 -0.651
C 1.57 2.62 -3.71 0.478
C 2.84 2.50 -4.29 -0.420
C 3.63 3.65 -4.44 -0.772
C 3.17 4.90 -4.01 -0.629
C -2.32 9.31 -1.49 0.413
C -1.47 10.22 -2.15 -0.446
C -1.96 11.46 -2.55 -0.577
C -3.27 11.84 -2.23 -0.481
C -4.05 11.01 -1.41 -0.502
C -3.56 9.76 -1.00 -0.490
C -3.43 6.62 -1.18 0.978
C -3.91 6.61 0.14 -0.641
C -5.06 5.90 0.47 -0.748
C -5.75 5.20 -0.53 -0.587
C -5.29 5.22 -1.84 -0.610
C -4.11 5.90 -2.17 -0.528
H -0.37 6.34 -4.81 0.657
H -2.39 7.52 -3.86 0.814
H 1.34 7.57 -5.74 0.315
H 2.58 9.46 -6.77 0.382
H 4.05 10.92 -5.38 0.382
H 4.34 10.40 -2.96 0.390
H 3.12 8.50 -1.92 0.390
H 0.08 3.94 -2.92 0.171
H 0.95 1.73 -3.55 -0.059
H 3.20 1.52 -4.62 0.456
H 4.62 3.56 -4.89 0.361
H 3.80 5.78 -4.08 0.404
H -0.44 9.93 -2.38 0.439
H -1.33 12.13 -3.12 0.394
H -3.69 12.77 -2.61 0.372
H -5.04 11.32 -1.10 0.395
H -4.14 9.13 -0.33 0.323
H -3.36 7.16 0.92 0.474
H -5.42 5.91 1.50 0.398
H -6.66 4.65 -0.27 0.405
H -5.85 4.70 -2.62 0.404
H -3.73 5.88 -3.19 0.427
O 1.36 2.55 -0.41 -0.833
C 0.60 1.78 0.19 0.788
N -0.76 1.83 0.13 -0.530
S -1.58 0.80 1.10 1.025
O -2.19 1.45 2.23 -0.761
O -2.35 -0.19 0.38 -0.551
C -0.09 -0.02 1.58 0.317
C -0.02 -1.25 2.23 -0.647
C 1.26 -1.80 2.44 -0.517
C 2.40 -1.11 1.99 -0.415
C 2.29 0.12 1.31 -0.555
C 1.02 0.64 1.07 0.019
H -0.94 -1.75 2.52 0.469
H 1.34 -2.76 2.96 0.372
H 3.38 -1.55 2.17 0.371
H 3.15 0.68 0.98 0.463
```

The following is a DFT calculation (the ωB97M-V functional and the def2-TZVPD basis) of a molecular structure, C42H42Br2NOPTl.

Summary:
LUMO energy	2.478	eV
Kohn-Sham gap	6.479	eV
ΔE to the lowest compared entry with this formula, charge and spin	6.2	kcal/mol
HOMO energy	-4.00	eV
charge	-1
2S+1	1

```
90
Properties=species:S:1:pos:R:3:mulliken_charge:R:1
Tl -1.40 1.79 1.44 0.977
Br -3.30 2.88 3.86 -0.246
C -3.66 1.18 4.72 0.289
C -4.36 1.27 5.89 -0.597
C -4.68 0.11 6.61 -0.498
C -4.32 -1.10 6.10 -0.803
C -3.59 -1.20 4.89 1.200
C -3.21 -2.46 4.40 -0.987
C -2.41 -2.55 3.30 -0.992
C -1.99 -1.40 2.64 0.227
C -2.38 -0.11 2.99 -1.259
C -3.20 -0.03 4.16 0.886
H -4.66 2.24 6.27 0.396
H -5.21 0.19 7.55 0.367
H -4.55 -2.02 6.63 0.330
H -3.55 -3.34 4.94 0.281
H -2.09 -3.53 2.94 0.418
H -1.32 -1.53 1.80 0.379
N -1.44 2.34 -1.57 0.225
C -2.43 1.76 -2.30 0.460
C -3.18 2.54 -3.19 -0.763
C -4.22 1.99 -3.91 -0.659
C -4.53 0.64 -3.77 -0.963
C -3.82 -0.13 -2.86 0.062
C -2.78 0.41 -2.12 0.689
P -1.94 -0.52 -0.75 0.814
C -3.43 -1.34 -0.12 0.410
C -4.45 -0.49 0.29 -0.894
C -5.60 -0.98 0.87 -0.672
C -5.74 -2.35 1.08 -0.587
C -4.71 -3.20 0.73 -0.691
C -3.55 -2.70 0.14 -0.393
C -1.10 -1.81 -1.77 0.152
C -1.74 -2.79 -2.52 0.161
C -1.01 -3.66 -3.31 -0.874
C 0.37 -3.55 -3.38 -0.697
C 1.02 -2.59 -2.62 -0.768
C 0.29 -1.73 -1.81 -0.249
H -0.67 1.75 -1.23 -0.575
H -1.14 3.25 -1.86 0.275
H -2.94 3.59 -3.29 0.363
H -4.80 2.60 -4.59 0.366
H -5.34 0.20 -4.33 0.412
H -4.09 -1.16 -2.72 0.064
H -4.33 0.58 0.14 0.427
H -6.39 -0.31 1.17 0.421
H -6.63 -2.74 1.53 0.380
H -4.80 -4.26 0.92 0.377
H -2.75 -3.38 -0.11 0.554
H -2.82 -2.88 -2.49 0.274
H -1.52 -4.42 -3.89 0.403
H 0.94 -4.20 -4.03 0.380
H 2.09 -2.51 -2.66 0.422
H 0.78 -0.99 -1.20 0.403
C 6.74 -0.41 0.35 -1.616
C 6.33 0.92 1.01 2.066
C 7.18 2.04 0.41 -1.698
C 6.64 0.85 2.51 -2.237
C 4.85 1.12 0.73 -0.111
C 3.87 1.02 1.70 0.117
C 2.55 1.10 1.34 -0.430
Br 1.25 0.94 2.79 -0.255
C 2.04 1.24 0.02 0.122
O 0.78 1.24 -0.21 -0.036
C 3.08 1.37 -0.97 -0.423
C 4.40 1.30 -0.58 -0.717
C 2.86 1.52 -2.48 2.752
C 1.40 1.63 -2.90 -2.202
C 3.45 0.29 -3.18 -1.904
C 3.57 2.78 -2.99 -1.986
H 7.76 -0.67 0.63 0.460
H 6.69 -0.33 -0.73 0.342
H 6.08 -1.21 0.67 0.334
H 8.24 1.82 0.55 0.460
H 6.96 2.99 0.89 0.375
H 7.01 2.16 -0.66 0.316
H 7.72 0.78 2.65 0.452
H 6.18 -0.02 2.96 0.368
H 6.28 1.74 3.01 0.436
H 4.12 0.87 2.74 0.496
H 5.14 1.38 -1.36 -0.039
H 0.82 0.79 -2.54 0.142
H 1.34 1.65 -3.99 0.650
H 0.98 2.55 -2.52 0.410
H 3.05 -0.62 -2.74 0.150
H 4.54 0.25 -3.10 0.409
H 3.20 0.30 -4.24 0.516
H 3.17 3.67 -2.50 0.379
H 3.40 2.88 -4.07 0.478
H 4.64 2.76 -2.82 0.345
```

The following is a DFT calculation (the ωB97M-V functional and the def2-TZVPD basis) of a molecular structure, C42H42N2O7PdS4Te.

Summary:
LUMO energy (alpha / beta)	1.629 / 1.004	eV
Kohn-Sham gap (alpha / beta)	6.486 / 5.785	eV
ΔE to the lowest compared entry with this formula, charge and spin	0.8	kcal/mol
⟨S²⟩	1.039
HOMO energy (alpha / beta)	-4.86 / -4.78	eV
charge	-1
2S+1	2

```
99
Properties=species:S:1:pos:R:3:mulliken_spin:R:1
Pd 1.81 1.92 -1.43 -0.387
S 4.09 1.96 -1.75 -0.006
S 4.74 3.80 -1.38 0.044
S 3.96 5.06 -2.92 0.366
S 2.49 4.12 -3.73 0.548
C 1.56 -5.78 4.88 0.001
C 1.48 -4.38 4.34 -0.002
C 2.55 -3.80 3.67 0.005
C 2.49 -2.51 3.17 -0.019
C 3.70 -1.96 2.45 0.015
C 1.31 -1.77 3.34 0.029
Te 1.22 0.22 2.56 0.132
N 1.98 1.71 0.61 0.292
C 2.03 3.00 0.81 -0.028
O 1.92 3.73 -0.24 0.048
C 2.23 3.65 2.13 0.000
C 3.16 3.17 3.05 -0.004
C 3.34 3.82 4.26 -0.002
C 2.59 4.95 4.56 -0.002
C 1.67 5.44 3.64 0.001
C 1.50 4.80 2.42 -0.001
C -0.50 -0.14 1.38 0.038
C -0.63 -1.29 0.60 0.000
C 0.47 -2.28 0.36 0.006
C -1.85 -1.53 -0.03 -0.003
C -2.92 -0.65 0.07 0.004
C -4.23 -0.92 -0.62 -0.001
C -2.73 0.52 0.80 -0.002
C -1.54 0.79 1.45 -0.042
C -1.39 2.11 2.15 0.001
C 0.22 -2.33 4.02 -0.012
C -1.07 -1.58 4.24 0.007
C 0.33 -3.63 4.50 0.004
H 2.48 -6.28 4.55 0.000
H 0.71 -6.38 4.55 0.000
H 1.56 -5.79 5.97 0.000
H 3.46 -4.38 3.53 -0.001
H 4.37 -2.77 2.16 0.001
H 4.26 -1.28 3.09 0.002
H 3.44 -1.40 1.55 0.002
H 3.74 2.30 2.79 0.002
H 4.07 3.45 4.97 0.000
H 2.73 5.46 5.51 0.000
H 1.09 6.33 3.87 0.000
H 0.81 5.18 1.68 0.000
H 1.45 -1.89 0.63 -0.004
H 0.50 -2.53 -0.70 0.000
H 0.32 -3.21 0.92 0.001
H -1.96 -2.43 -0.63 0.000
H -4.23 -1.91 -1.09 0.000
H -4.41 -0.18 -1.39 0.001
H -5.05 -0.88 0.09 0.000
H -3.54 1.24 0.84 0.000
H -2.33 2.67 2.13 0.000
H -0.64 2.72 1.64 -0.005
H -1.07 2.00 3.19 0.000
H -0.88 -0.54 4.51 -0.001
H -1.64 -2.05 5.04 0.000
H -1.68 -1.57 3.34 0.000
H -0.52 -4.06 5.03 0.001
C -6.40 2.02 -3.43 0.000
C -4.92 2.03 -3.18 0.000
C -4.10 1.06 -3.75 0.001
C -2.73 1.03 -3.52 0.000
C -1.87 -0.04 -4.13 -0.001
C -2.17 2.01 -2.69 -0.013
C -2.98 2.97 -2.08 0.006
C -2.39 4.00 -1.15 -0.005
C -4.34 2.97 -2.34 0.000
C -0.68 2.03 -2.48 0.023
O 0.07 2.18 -3.44 0.015
O -0.28 1.92 -1.26 -0.016
H -6.64 1.63 -4.42 0.000
H -6.83 3.02 -3.34 0.000
H -6.92 1.38 -2.70 0.000
H -4.54 0.31 -4.40 0.000
H -2.47 -0.75 -4.70 -0.001
H -1.34 -0.59 -3.35 0.000
H -1.11 0.40 -4.78 0.000
H -1.47 4.42 -1.55 0.004
H -2.12 3.54 -0.20 0.002
H -3.09 4.81 -0.96 0.000
H -4.97 3.73 -1.89 0.000
O 3.52 -0.85 -1.09 -0.003
C 2.61 -0.90 -1.89 -0.008
O 1.74 0.00 -2.16 -0.027
C 2.39 -2.18 -2.68 -0.003
C 3.14 -3.30 -2.36 0.000
C 2.96 -4.50 -3.04 0.000
C 2.02 -4.58 -4.06 0.000
C 1.28 -3.45 -4.36 0.001
C 1.45 -2.25 -3.70 -0.001
N 0.28 -3.54 -5.44 0.000
O 0.21 -4.59 -6.06 0.000
O -0.42 -2.57 -5.65 0.000
H 3.87 -3.21 -1.57 0.000
H 3.54 -5.37 -2.78 0.000
H 1.85 -5.49 -4.61 0.000
H 0.86 -1.37 -3.96 0.001
```

Question: The highest ΔE to the lowest compared entry with this formula, charge and spin belongs to which entry?
Answer: C42H41NO3P2PbS

Question: What is the 2S+1 in the fourth record?
Answer: 2

Question: Among the records above, which one has the lowest ΔE to the lowest compared entry with this formula, charge and spin?
Answer: C42H41NO2P2S2W